Below is a 2-piece molecular cluster, C6H15NO overall in a non-equilibrium geometry, with properties calculated with the ωB97M-V functional and the def2-TZVPD basis.

```
! RIJCOSX wB97M-V def2-TZVPD def2/J DEFGRID3
* xyz 0 1
C 1.686 -0.236 0.610
C -1.942 -1.108 -1.177
C 2.131 -1.513 -0.070
C 2.523 0.964 0.211
O -1.090 -0.009 -0.931
H 1.706 -0.368 1.693
H -1.419 -1.736 -1.897
H -2.119 -1.707 -0.278
H -2.905 -0.781 -1.578
H 2.137 1.870 0.673
H 2.149 -1.399 -1.153
H 1.484 -2.351 0.183
H 3.147 -1.770 0.235
H 2.509 1.103 -0.869
H 3.562 0.822 0.515
C -2.626 0.734 0.885
C -1.394 0.943 0.046
N -1.030 2.151 -0.151
H -0.193 2.225 -0.725
H 0.501 0.072 0.493
H -3.517 0.637 0.267
H -2.520 -0.153 1.508
H -2.780 1.609 1.510
*
```

## Properties
SMILES string: [H]/N=C(/C)OC.CCC
highest occupied orbital energy: -9.60 eV
gap between HOMO and LUMO: 0.383 hartree
E_tot: -10001.440 eV

Partial charges, Mulliken, in e: 0.94, -0.78, -1.32, -1.44, -0.32, 0.33, 0.25, 0.33, 0.34, 0.36, 0.30, 0.33, 0.40, 0.32, 0.40, -1.29, 0.83, -0.70, 0.28, -0.54, 0.30, 0.32, 0.36

Below is C26H41HgNO34PS6 as an isolated structure in a non-equilibrium geometry, with properties calculated with the ωB97M-V functional and the def2-TZVPD basis.

```
! RIJCOSX wB97M-V def2-TZVPD def2/J DEFGRID3
* xyz -1 1
Hg 0.752 2.364 1.697
P -0.051 0.481 0.302
O -1.087 1.377 1.003
O 1.014 0.244 1.459
O 0.773 1.676 -0.343
O -0.508 -0.816 -0.506
C 1.164 -2.988 2.105
C 1.499 -2.994 0.610
O 2.622 -3.797 0.281
S 3.442 -4.106 1.691
O 4.203 -2.920 2.090
O 4.093 -5.422 1.736
O 2.003 -4.116 2.522
H 0.089 -3.159 2.170
H 1.415 -2.108 2.697
H 1.618 -1.922 0.456
H 0.649 -3.296 -0.001
C -2.497 -0.161 3.032
C -2.886 -0.969 1.811
O -3.910 -1.910 2.206
S -3.795 -2.279 3.849
O -2.812 -3.318 4.160
O -5.107 -2.288 4.468
O -3.091 -0.832 4.157
H -2.791 0.882 2.911
H -1.428 -0.190 3.242
H -2.013 -1.560 1.536
H -3.170 -0.441 0.901
C -4.064 0.789 -1.845
C -2.532 0.716 -2.292
O -2.272 1.494 -3.462
S -3.618 2.414 -3.890
O -4.107 2.252 -5.274
O -3.517 3.731 -3.244
O -4.625 1.495 -2.973
H -4.230 1.272 -0.882
H -4.602 -0.159 -1.847
H -2.207 -0.305 -2.491
H -1.869 1.044 -1.491
C 1.165 -1.537 -3.124
C 1.544 -0.142 -3.249
O 1.330 0.247 -4.556
S 1.818 -0.973 -5.628
O 3.308 -1.030 -5.588
O 1.091 -1.032 -6.881
O 1.141 -1.969 -4.530
H 0.162 -1.519 -2.698
H 1.703 -2.077 -2.345
H 2.606 -0.057 -3.018
H 1.075 0.444 -2.458
C 1.869 3.983 -2.961
C 0.317 3.607 -3.187
O -0.121 4.624 -4.061
S 0.620 6.029 -3.690
O -0.043 6.592 -2.510
O 0.637 6.740 -4.974
O 2.043 5.331 -3.337
H 2.445 3.327 -3.614
H 2.221 3.775 -1.951
H -0.266 3.658 -2.267
H 0.218 2.591 -3.569
C -3.073 4.485 2.008
C -3.368 3.443 0.892
O -4.645 3.711 0.437
S -4.738 5.429 0.268
O -6.120 5.891 0.526
O -4.090 5.907 -0.975
O -3.704 5.683 1.639
H -2.001 4.677 2.054
H -3.489 4.040 2.911
H -3.466 2.447 1.323
H -2.617 3.422 0.103
C -4.507 -4.622 -0.473
C -3.493 -3.703 -0.700
C -2.179 -4.097 -1.132
C -1.956 -5.483 -1.255
C -3.010 -6.379 -0.941
C -4.289 -6.005 -0.477
N -0.669 -6.071 -1.797
O -0.508 -7.291 -1.596
O 0.114 -5.391 -2.378
H -5.348 -4.205 0.060
H -3.621 -2.646 -0.521
H -1.446 -3.319 -1.287
H -2.807 -7.438 -1.011
H -4.999 -6.776 -0.218
O 1.812 1.588 3.654
C 2.512 0.840 4.303
O 2.563 0.753 5.640
C 3.482 -0.324 6.118
C 3.913 -1.093 4.879
C 3.430 -0.198 3.759
H 2.888 -0.941 6.792
H 4.274 0.200 6.651
H 3.445 -2.077 4.898
H 4.959 -1.370 4.749
H 2.902 -0.647 2.918
H 4.236 0.370 3.296
O 3.162 2.891 1.481
C 4.078 2.176 0.972
O 5.383 2.420 1.319
C 6.255 1.825 0.304
C 5.476 0.589 -0.257
C 4.005 0.985 -0.017
H 7.227 1.567 0.725
H 6.457 2.517 -0.513
H 5.584 -0.315 0.342
H 5.656 0.380 -1.312
H 3.486 0.115 0.385
H 3.419 1.251 -0.897
*
```

## Properties
highest occupied orbital energy: -6.70 eV
gap between HOMO and LUMO: 0.263 hartree
E_tot: -177197.900 eV

Mulliken atomic charge list, values in e, 99 entries: 0.93, 0.92, -1.36, -0.16, -1.07, 0.87, 0.78, 1.23, -0.36, 1.02, -0.47, -0.61, -0.48, 0.24, -0.31, -0.79, -0.48, 0.96, 0.58, -0.40, 1.08, -0.54, -0.55, -0.45, -0.18, -0.22, -0.10, -0.32, 0.21, -0.01, -0.28, 0.99, -0.59, -0.45, -0.50, 0.05, 0.18, 0.19, -0.24, 0.65, 0.48, -0.31, 1.00, -0.56, -0.52, -0.42, -0.25, 0.05, 0.05, -0.35, 0.20, 0.31, -0.34, 1.07, -0.53, -0.56, -0.37, 0.23, 0.03, -0.02, 0.04, 0.06, 0.55, -0.40, 1.02, -0.55, -0.45, -0.39, 0.19, 0.32, -0.40, 0.00, -0.73, -0.46, 0.23, -0.03, -0.37, -0.56, 1.07, -0.61, -0.55, 0.37, 0.52, 0.22, 0.40, 0.43, -0.26, 0.11, -0.50, -0.46, -0.53, 1.26, 0.33, 0.23, 0.18, 0.41, -0.90, 0.03, -0.65

Below is C9H6N2O4Ti as an isolated structure in a non-equilibrium geometry, with properties calculated with the ωB97M-V functional and the def2-TZVPD basis.

```
! RIJCOSX wB97M-V def2-TZVPD def2/J DEFGRID3
* xyz 2 3
Ti 0.543 -1.007 0.263
O -1.337 4.757 -0.442
C -1.101 3.701 -0.100
C 2.341 -1.560 -0.344
O 3.453 -1.668 -0.695
C -1.326 -1.783 0.038
O -2.488 -2.049 0.005
C 0.267 -0.014 -1.631
O 0.160 0.395 -2.722
N 0.444 -2.144 2.571
C 0.715 -0.880 2.998
C 1.052 -0.637 4.331
C 1.408 0.635 4.730
C 1.408 1.620 3.745
C 1.062 1.312 2.441
N 0.808 0.044 1.996
H -0.369 -2.255 1.919
H 0.276 -2.791 3.325
H 1.061 -1.498 5.030
H 1.693 0.845 5.766
H 1.681 2.630 4.029
H 1.016 2.079 1.693
*
```

## Properties
<S²>: 2.010
highest occupied orbital energy (alpha / beta): -16.89 / -16.89 eV
gap between HOMO and LUMO (alpha / beta): 0.244 / 0.238 hartree
E_tot: -43696.392 eV

Partial charges, Mulliken, in e: 0.24, -0.13, 0.13, 0.49, -0.10, 0.57, -0.14, 0.42, -0.06, -0.35, 0.99, -0.74, -0.27, -0.61, -0.26, -0.07, -0.01, 0.36, 0.27, 0.46, 0.40, 0.39

Below is a 10-piece molecular cluster, C23H46Cl4F6O21P overall in a non-equilibrium geometry, with properties calculated with the ωB97M-V functional and the def2-TZVPD basis.

```
! RIJCOSX wB97M-V def2-TZVPD def2/J DEFGRID3
* xyz -1 1
P -18.389 14.416 8.219
F -17.099 14.164 7.314
F -19.353 13.546 7.224
F -18.069 13.149 9.187
F -19.680 14.800 9.181
F -17.485 15.341 9.201
F -18.746 15.874 7.537
C -21.153 15.886 6.345
O -22.042 15.893 7.468
C -23.177 15.160 7.444
O -23.507 14.400 6.580
O -23.806 15.263 8.615
C -23.469 16.269 9.561
H -20.643 14.929 6.237
H -20.380 16.632 6.519
H -21.646 16.120 5.401
H -22.600 15.984 10.151
H -24.280 16.372 10.280
H -23.209 17.288 9.271
C -19.677 13.538 3.805
O -19.522 14.835 4.370
C -18.273 15.236 4.683
O -17.289 14.562 4.735
O -18.113 16.585 4.821
C -19.213 17.466 4.714
H -19.325 12.799 4.526
H -19.061 13.490 2.907
H -20.723 13.328 3.598
H -19.199 17.750 3.659
H -19.147 18.324 5.383
H -20.152 16.974 4.971
C -18.053 10.737 7.142
O -17.483 10.231 5.935
C -16.654 10.974 5.208
O -16.326 12.111 5.434
O -16.364 10.349 4.073
C -16.817 9.025 3.786
H -17.283 11.433 7.480
H -18.189 9.924 7.851
H -18.975 11.252 6.886
H -16.255 8.332 4.416
H -16.525 8.748 2.775
H -17.876 8.847 3.961
C -22.392 12.881 10.074
O -22.944 13.448 11.250
C -23.332 12.768 12.306
O -23.729 13.256 13.334
O -23.046 11.451 12.175
C -23.525 10.535 13.190
H -22.517 13.362 9.104
H -22.838 11.898 9.914
H -21.312 12.740 10.135
H -24.409 10.007 12.837
H -23.747 11.029 14.133
H -22.673 9.865 13.270
C -13.540 11.298 8.142
O -13.651 12.367 9.066
C -13.775 13.614 8.600
O -13.979 13.826 7.430
O -13.841 14.484 9.610
C -13.484 14.188 10.956
H -13.830 10.321 8.534
H -12.527 11.130 7.773
H -14.175 11.354 7.257
H -12.420 14.344 11.140
H -13.811 13.193 11.253
H -13.975 14.890 11.628
C -19.779 9.834 10.522
O -20.740 9.513 9.517
C -21.802 8.857 9.980
O -22.021 8.641 11.144
O -22.489 8.420 8.932
C -23.832 8.027 9.036
H -20.209 10.251 11.427
H -19.085 10.592 10.150
H -19.050 9.031 10.643
H -24.064 7.255 8.306
H -24.483 8.885 8.862
H -24.150 7.624 10.000
C -15.009 19.026 6.036
O -15.030 18.443 7.331
C -15.115 17.076 7.438
O -14.965 16.328 6.520
O -15.294 16.703 8.663
C -15.349 17.474 9.829
H -14.819 18.275 5.268
H -14.103 19.634 6.011
H -15.882 19.612 5.760
H -15.461 16.823 10.690
H -16.082 18.276 9.753
H -14.341 17.894 9.908
C -18.072 14.453 12.189
Cl -18.640 13.359 13.479
Cl -16.657 15.370 12.774
H -17.720 13.860 11.350
H -18.880 15.114 11.921
C -19.211 17.194 9.590
Cl -18.963 18.900 9.158
Cl -20.387 17.201 10.954
H -19.595 16.562 8.793
H -18.289 16.713 9.906
*
```

## Properties
highest occupied orbital energy: -7.32 eV
gap between HOMO and LUMO: 0.351 hartree
E_tot: -143282.761 eV

Mulliken atomic charge list, values in e, 99 entries: 1.90, -0.51, -0.46, -0.56, -0.42, -0.61, -0.21, -1.09, -0.22, 0.65, -0.63, -0.37, -0.39, 0.38, 0.16, 0.57, -0.03, 0.33, 0.30, -0.45, -0.20, 0.57, -0.35, -0.11, -0.69, -0.07, 0.31, 0.28, 0.32, 0.28, 0.35, -0.14, -0.45, 0.73, -0.32, -0.38, -0.71, 0.08, 0.17, 0.14, 0.28, 0.27, 0.28, -0.03, -0.26, 0.63, -0.64, -0.20, -0.76, -0.04, 0.21, 0.12, 0.27, 0.40, 0.20, -0.69, -0.39, 0.90, -0.51, -0.18, -0.64, 0.30, 0.32, 0.16, 0.27, 0.32, 0.16, -0.40, -0.09, 0.82, -0.58, -0.36, -0.76, 0.32, -0.16, 0.39, 0.27, 0.30, 0.34, -0.79, -0.41, 0.62, -0.52, 0.34, -0.52, 0.35, 0.27, 0.24, -0.13, 0.28, 0.37, 1.13, -0.21, -0.22, -0.37, -0.36, 2.50, -0.25, -0.26